Entry 1:
Entry from OMol25: a 2-piece molecular cluster, C5H7NO2 overall in a non-equilibrium geometry (the ωB97M-V functional and the def2-TZVPD basis).

CARTESIAN COORDINATES (ANGSTROEM)
O: 0.4589 1.0469 -2.1712
O: -1.1162 -0.5027 -2.3974
N: 1.1468 0.6161 0.4990
C: -0.7844 -2.3297 -0.6374
C: -0.0836 0.0138 -2.0156
C: -0.2753 -1.1693 -1.2905
C: 0.6470 0.7343 1.8500
C: 0.0204 1.5146 0.7056
H: -0.8711 1.0097 0.2062
H: 1.9642 0.9660 0.3942
H: 1.0917 1.1444 2.7331
H: -1.9277 -2.6392 -0.7838
H: -0.1658 -2.7508 0.1149
H: 0.0472 -0.2432 2.0444
H: -0.1519 2.5889 0.7486

Calculated values
HOMO-LUMO gap ... 9.77 eV
Calculated total energy ... -10877.4328 eV
E_LUMO ... 0.190 eV

---

Entry 2:
Entry from OMol25: one molecule with the formula C5H7NO2 in a non-equilibrium geometry (the ωB97M-V functional and the def2-TZVPD basis).

CARTESIAN COORDINATES (ANGSTROEM)
O: 1.6267 0.7047 -0.6244
O: -1.1743 2.3587 -0.0547
N: -1.8621 0.0634 0.2735
C: -0.2963 -1.0428 -0.6727
C: -1.3847 -1.0947 -0.0330
C: 0.2856 0.4376 -1.0202
C: 1.7512 0.1869 0.8782
C: -1.0039 1.2038 -0.3491
H: 1.3444 -0.9071 0.5967
H: 1.2599 0.7277 1.7325
H: -1.6877 -2.0797 0.5030
H: 2.8678 0.4450 1.1048
H: 0.4981 0.4800 -2.2044
H: 0.2284 -1.7750 -1.0048
H: -2.4530 0.2915 0.8746

Calculated values
HOMO-LUMO gap ... 9.16 eV
Calculated total energy ... -10878.6415 eV
E_LUMO ... 0.605 eV

---

Entry 3:
Entry from OMol25: one molecule with the formula C5H7NO2 in a non-equilibrium geometry (the ωB97M-V functional and the def2-TZVPD basis).

CARTESIAN COORDINATES (ANGSTROEM)
O: -0.2690 -2.1833 -0.4697
O: 4.0173 0.3283 0.0586
N: 1.7818 -0.2826 0.0324
C: -0.4903 -0.8888 -0.2536
C: 0.0503 1.4180 0.3984
C: -2.0315 -0.4733 -0.2749
C: 0.4386 0.0174 0.1191
C: 2.8679 0.2079 0.1325
H: -0.9681 1.6568 -0.0122
H: -2.2075 -0.0462 -1.2403
H: 0.6477 -2.4518 -0.1579
H: -2.1164 0.1979 0.5809
H: -2.5761 -1.3637 -0.2426
H: 0.8037 2.1201 -0.1204
H: 0.0516 1.7434 1.4497

Calculated values
HOMO-LUMO gap ... 8.56 eV
Calculated total energy ... -10882.4742 eV
E_LUMO ... 0.494 eV

---

Entry 4:
Entry from OMol25: one molecule with the formula C5H7NO2 in a non-equilibrium geometry (the ωB97M-V functional and the def2-TZVPD basis).

CARTESIAN COORDINATES (ANGSTROEM)
O: 2.3315 -0.5114 0.2643
O: -0.0912 0.1326 1.5963
N: 0.3464 2.9590 -0.0420
C: -2.2561 -0.5480 0.1161
C: 0.0379 0.3102 0.1923
C: -1.2395 0.0838 -0.4985
C: 0.2419 1.7925 0.1086
C: 1.1216 -0.5745 -0.4945
H: -1.0428 0.3441 -1.5391
H: -3.2458 -0.7134 -0.3997
H: 0.7990 -1.6489 -0.5557
H: 1.3272 -0.2644 -1.4543
H: 3.0025 -0.9228 -0.3383
H: 0.9053 0.2676 1.8552
H: -2.2380 -0.7062 1.1893

Calculated values
HOMO-LUMO gap ... 10.79 eV
Calculated total energy ... -10881.1916 eV
E_LUMO ... 0.405 eV

---

Which of these has the highest calculated total energy?
number 1

---

Among the records above, which one has the lowest HOMO-LUMO gap?
number 3

---

Among the records above, which one has the highest E_LUMO?
number 2